13
Properties=species:S:1:pos:R:3:forces:R:3 method="wB97M-V/def2-TZVPD" charge=0 homo_lumo_gap_ev=10.360 e_above_lowest_kj_mol=362.7 e_homo_ev=-9.26
C 0.936 -1.239 -1.411 0.377 1.202 -1.104
C -1.009 0.030 -0.824 0.410 -5.797 -1.871
C 0.445 0.166 -1.122 0.695 -1.229 -1.027
C -0.035 -0.403 0.171 2.358 -1.110 0.521
C 0.169 0.104 1.566 -2.371 0.893 -1.322
N 0.567 -1.834 -0.341 -0.752 1.188 0.492
H 1.432 -1.581 -2.383 -0.629 -0.167 1.660
H -1.483 0.863 -0.577 -2.479 3.431 0.690
H -1.483 -0.903 -1.323 0.047 2.211 0.656
H 0.903 1.067 -1.430 0.377 0.896 0.116
H 0.781 -0.464 2.113 3.034 -2.473 1.584
H -0.714 -0.015 2.152 -1.216 0.166 0.229
H 0.500 1.109 1.727 0.149 0.788 -0.623